# 1
# C35H29F4N3O4ReSSb

C35H29F4N3O4ReSSb as an isolated structure (the ωB97M-V functional and the def2-TZVPD basis, OMol25).

The value obtained for the calculated total energy is -2932.22776 Ha. For the energy relative to the best compared isomer or geometry (same formula, charge and spin), the calculation gives 80.6 kJ/mol. The total charge is +1. The spin multiplicity is 2. As for the HOMO energy (alpha / beta): -9.63 / -9.60 eV.

Positions of all 78 atoms, in Å:
Re: 0.968 1.081 -0.042
C: -0.509 1.615 -2.704
N: -0.314 2.273 -1.394
C: -1.649 2.599 -0.836
C: 0.445 3.540 -1.565
C: 0.905 4.067 -0.213
N: 1.408 2.925 0.552
C: 2.254 3.117 1.633
C: 2.858 1.999 2.234
F: 2.529 0.762 1.758
C: 3.762 2.073 3.267
F: 4.291 0.961 3.743
C: 4.104 3.301 3.800
C: 3.481 4.420 3.283
F: 3.744 5.612 3.802
C: 2.579 4.344 2.237
F: 1.992 5.474 1.833
H: -1.073 2.264 -3.382
H: -1.065 0.690 -2.560
H: 0.456 1.379 -3.148
H: -2.170 3.283 -1.512
H: -1.552 3.054 0.145
H: -2.242 1.697 -0.724
H: -0.179 4.279 -2.073
H: 1.313 3.329 -2.193
H: 0.087 4.549 0.326
H: 1.677 4.815 -0.382
H: 4.821 3.382 4.605
O: 7.317 0.126 0.655
C: 7.080 -0.314 -0.471
O: 7.639 -0.911 -1.383
C: 5.537 0.017 -0.815
C: 5.187 1.347 -1.050
C: 3.856 1.679 -1.132
N: 2.880 0.762 -0.986
C: 3.232 -0.537 -0.840
C: 4.542 -0.955 -0.760
C: 2.101 -1.525 -0.668
O: 2.313 -2.710 -0.612
O: 0.919 -0.949 -0.587
H: 5.941 2.119 -1.120
H: 3.552 2.707 -1.296
H: 4.741 -2.007 -0.619
S: -0.784 0.433 1.395
Sb: -1.826 -1.360 0.149
C: -3.771 -0.505 0.417
C: -4.187 -0.425 1.744
C: -5.402 0.165 2.053
C: -6.199 0.683 1.040
C: -5.783 0.607 -0.280
C: -4.565 0.020 -0.595
C: -1.662 -2.300 -1.783
C: -2.581 -2.063 -2.795
C: -2.507 -2.823 -3.954
C: -1.515 -3.781 -4.102
C: -0.604 -4.004 -3.078
C: -0.685 -3.275 -1.902
C: -1.921 -3.046 1.430
C: -3.045 -3.849 1.274
C: -3.169 -4.994 2.043
C: -2.173 -5.329 2.952
C: -1.056 -4.520 3.101
C: -0.923 -3.369 2.337
H: -3.564 -0.827 2.536
H: -5.729 0.217 3.083
H: -7.145 1.150 1.278
H: -6.411 0.998 -1.070
H: -4.250 -0.021 -1.630
H: -3.356 -1.317 -2.700
H: -3.234 -2.667 -4.740
H: -1.455 -4.361 -5.013
H: 0.172 -4.750 -3.184
H: 0.031 -3.456 -1.113
H: -3.818 -3.583 0.561
H: -4.040 -5.626 1.935
H: -2.266 -6.228 3.546
H: -0.287 -4.788 3.813
H: -0.049 -2.739 2.449

---

# 2
# C35H29I2N6O2PbS2Se2

C35H29I2N6O2PbS2Se2 as an isolated structure (the ωB97M-V functional and the def2-TZVPD basis, OMol25).

The value obtained for the calculated total energy is -8217.46690 Ha. For the energy relative to the best compared isomer or geometry (same formula, charge and spin), the calculation gives 151.1 kJ/mol. The total charge is +1. The spin multiplicity is 1. As for the HOMO energy: -9.39 eV.

Positions of all 79 atoms, in Å:
Pb: -0.044 -0.612 0.419
C: 2.553 -0.987 -2.275
O: 1.561 -0.109 -1.778
C: 1.752 1.239 -2.016
C: 2.407 1.698 -3.148
C: 2.576 3.053 -3.373
C: 2.097 3.969 -2.451
C: 1.452 3.530 -1.315
C: 1.261 2.163 -1.072
N: 0.652 1.701 0.086
N: 0.310 2.599 0.935
C: -0.003 2.416 2.203
C: 0.507 1.294 2.967
O: 0.996 0.254 2.430
C: 0.486 1.416 4.393
C: -0.213 2.395 5.015
C: -0.898 3.405 4.281
C: -1.751 4.322 4.912
C: -2.425 5.273 4.182
C: -2.212 5.368 2.807
C: -1.374 4.483 2.168
C: -0.728 3.463 2.879
H: 3.557 -0.598 -2.094
H: 2.419 -1.929 -1.747
H: 2.421 -1.166 -3.345
H: 2.788 0.995 -3.869
H: 3.087 3.379 -4.267
H: 2.235 5.025 -2.623
H: 1.082 4.226 -0.579
H: 0.982 0.633 4.946
H: -0.288 2.410 6.093
H: -1.888 4.258 5.980
H: -3.107 5.954 4.668
H: -2.724 6.129 2.239
H: -1.208 4.558 1.104
C: 3.662 -0.723 0.975
C: 2.991 -1.972 1.391
N: 1.752 -2.275 1.170
C: 1.391 -3.472 1.729
C: 2.412 -4.106 2.381
S: 3.847 -3.174 2.308
C: 0.037 -3.974 1.616
C: -0.415 -5.151 2.151
S: -2.062 -5.399 1.770
C: -2.056 -3.884 0.903
N: -0.914 -3.277 0.925
C: -3.285 -3.420 0.223
H: 2.984 -0.118 0.381
H: 4.573 -0.940 0.417
H: 3.935 -0.156 1.865
H: 2.389 -5.042 2.902
H: 0.120 -5.869 2.737
H: -3.962 -4.257 0.073
H: -3.038 -2.981 -0.745
H: -3.795 -2.663 0.821
Se: -0.400 -1.017 -4.127
Se: -1.656 -1.223 -2.185
C: -2.240 0.594 -1.980
C: -2.816 1.339 -2.994
C: -3.260 2.614 -2.689
C: -3.125 3.075 -1.387
C: -2.536 2.248 -0.446
N: -2.092 1.034 -0.738
C: 0.195 -2.802 -3.832
C: 1.150 -3.438 -4.617
C: 1.514 -4.726 -4.266
C: 0.905 -5.329 -3.170
C: -0.041 -4.611 -2.463
N: -0.379 -3.372 -2.783
H: -2.902 0.918 -3.985
H: -3.701 3.234 -3.453
H: -3.467 4.055 -1.102
H: -2.407 2.580 0.574
H: 1.576 -2.935 -5.474
H: 2.262 -5.258 -4.834
H: 1.165 -6.333 -2.875
H: -0.556 -5.025 -1.608
I: -2.190 -0.524 2.477
I: -3.883 1.551 3.207

---

# 3
# C35H30CaN9O

C35H30CaN9O as an isolated structure (the ωB97M-V functional and the def2-TZVPD basis, OMol25).

The value obtained for the calculated total energy is -2597.48661 Ha. The total charge is -1. The spin multiplicity is 1. As for the HOMO energy: -3.70 eV.

Positions of all 76 atoms, in Å:
Ca: 0.243 0.392 0.110
C: 6.794 1.373 -2.893
C: 5.636 1.302 -1.940
C: 5.801 0.978 -0.595
C: 4.719 0.896 0.247
C: 3.389 1.116 -0.190
N: 2.342 0.933 0.640
C: 2.451 1.313 1.931
C: 3.128 2.497 2.300
C: 3.181 2.940 3.598
C: 2.560 2.234 4.628
C: 2.561 2.739 6.042
C: 1.924 1.048 4.299
C: 1.878 0.578 2.994
N: 1.331 -0.703 2.777
C: 1.721 -1.822 3.417
C: 0.954 -2.858 2.926
C: 0.117 -2.254 1.986
N: 0.367 -0.959 1.913
C: 3.243 1.471 -1.551
C: 4.348 1.535 -2.390
N: 2.001 1.786 -2.139
C: 1.828 2.735 -3.084
C: 0.590 2.531 -3.647
C: 0.076 1.425 -2.966
N: 0.936 0.996 -2.059
H: 7.708 1.657 -2.376
H: 6.588 2.101 -3.676
H: 6.960 0.406 -3.372
H: 6.794 0.774 -0.215
H: 4.863 0.639 1.289
H: 3.592 3.074 1.509
H: 3.711 3.856 3.822
H: 3.456 3.323 6.247
H: 2.511 1.908 6.743
H: 1.697 3.381 6.227
H: 1.451 0.460 5.077
H: 2.510 -1.813 4.144
H: 1.006 -3.895 3.194
H: -0.640 -2.699 1.369
H: 4.193 1.778 -3.434
H: 2.556 3.502 -3.262
H: 0.123 3.111 -4.418
H: -0.873 0.940 -3.094
C: -3.121 -1.228 -2.381
C: -1.836 -1.056 -1.602
N: -1.634 0.002 -0.831
N: -2.468 0.966 -0.766
C: -1.940 2.047 0.092
O: -0.989 1.702 0.978
C: -3.171 2.785 0.629
C: -3.211 3.249 1.933
C: -4.304 3.969 2.382
C: -5.359 4.243 1.529
C: -5.325 3.776 0.224
C: -4.238 3.049 -0.222
C: -0.745 -1.937 -1.731
C: -0.747 -3.039 -2.632
C: 0.381 -3.800 -2.779
C: 1.520 -3.489 -2.030
C: 1.437 -2.422 -1.152
N: 0.366 -1.676 -0.995
H: -3.798 -0.438 -2.061
H: -3.587 -2.195 -2.186
H: -2.961 -1.135 -3.457
H: -2.369 3.041 2.575
H: -4.329 4.318 3.407
H: -6.206 4.821 1.878
H: -6.149 3.980 -0.449
H: -4.205 2.680 -1.236
H: -1.634 -3.262 -3.203
H: 0.402 -4.634 -3.471
H: 2.431 -4.059 -2.136
H: 2.292 -2.150 -0.540
N: -0.771 3.868 -1.374
C: -1.336 3.052 -0.794